1.
DFT (the ωB97M-V functional and the def2-TZVPD basis) results for C34H31F9N6O2S2 as an isolated structure.

For the gap between HOMO and LUMO, the calculation gives 0.2943 Eh. The HOMO energy is -0.353 hartree.

Structure (ORCA input):
```
! wB97M-V def2-TZVPD RIJCOSX def2/J DEFGRID3
* xyz 0 1
C -1.685 -2.066 -0.398
C -2.138 -1.345 -1.712
C -1.810 0.162 -1.766
C -0.304 0.494 -1.504
C 0.546 -0.375 -2.487
C 0.015 1.985 -1.485
C 0.616 2.657 -2.634
F 0.900 2.003 -3.776
C 0.934 3.993 -2.667
F 1.494 4.517 -3.765
C 0.692 4.876 -1.558
N 0.945 6.159 -1.424
S 0.389 6.559 0.075
N -0.158 5.121 0.516
C 0.053 4.188 -0.416
C -0.295 2.775 -0.356
S -1.083 2.187 1.123
O -0.751 0.827 1.481
O -0.666 3.011 2.227
C -2.964 2.278 1.127
F -3.438 1.025 0.974
F -3.295 2.630 2.394
C -3.644 3.346 0.205
F -4.855 3.633 0.780
F -2.985 4.523 0.156
C -3.971 2.948 -1.269
F -4.804 3.919 -1.739
F -4.632 1.796 -1.406
F -2.904 2.972 -2.085
H -1.207 -1.401 0.346
H -0.980 -2.891 -0.579
H -2.549 -2.524 0.122
H -3.230 -1.515 -1.803
H -1.678 -1.882 -2.563
H -2.412 0.675 -0.996
H -2.111 0.590 -2.746
H -0.085 0.081 -0.501
H 0.617 -1.432 -2.191
H 1.521 0.095 -2.686
H 0.003 -0.378 -3.460
N 3.411 -1.840 -1.134
C 4.592 -1.432 -0.662
C 5.803 -1.669 -1.292
C 5.794 -2.374 -2.482
C 4.583 -2.810 -2.993
C 3.427 -2.518 -2.286
H 4.551 -0.887 0.276
H 6.728 -1.312 -0.862
H 6.719 -2.582 -3.005
H 4.535 -3.365 -3.920
H 2.456 -2.836 -2.651
N 8.403 -3.415 0.204
C 8.341 -2.738 1.352
C 9.318 -2.792 2.334
C 10.423 -3.598 2.115
C 10.508 -4.311 0.931
C 9.477 -4.184 0.013
H 7.456 -2.123 1.481
H 9.216 -2.218 3.245
H 11.209 -3.668 2.857
H 11.355 -4.952 0.723
H 9.501 -4.721 -0.929
N -10.014 5.664 2.416
C -9.883 5.483 1.101
C -8.714 5.048 0.495
C -7.616 4.790 1.299
C -7.729 4.972 2.667
C -8.945 5.408 3.172
H -10.768 5.702 0.512
H -8.666 4.917 -0.578
H -6.687 4.450 0.866
H -6.894 4.781 3.329
H -9.083 5.562 4.237
N -0.947 -4.506 1.082
C -1.788 -4.319 2.102
C -1.864 -5.159 3.203
C -1.024 -6.258 3.249
C -0.144 -6.473 2.202
C -0.145 -5.571 1.150
H -2.428 -3.448 2.023
H -2.564 -4.955 4.002
H -1.053 -6.939 4.092
H 0.529 -7.320 2.200
H 0.529 -5.697 0.309
*
```

---

2.
DFT (the ωB97M-V functional and the def2-TZVPD basis) results for C34H31LaN4O4S2 as an isolated structure.

For the gap between HOMO and LUMO, the calculation gives 0.2153 Eh. The HOMO energy is -0.258 hartree.

Structure (ORCA input):
```
! wB97M-V def2-TZVPD RIJCOSX def2/J DEFGRID3
* xyz 0 1
La -1.843 -0.183 1.266
S -1.992 -0.346 4.134
C -0.510 -1.343 3.821
N -0.171 -1.463 2.581
C 0.965 -2.233 2.394
C 1.557 -2.530 1.169
C 2.712 -3.330 1.169
C 3.244 -3.811 2.383
C 2.626 -3.496 3.602
C 1.483 -2.702 3.585
S 0.536 -2.180 5.024
H 1.141 -2.156 0.241
H 3.197 -3.579 0.236
H 4.133 -4.427 2.379
H 3.026 -3.860 4.539
O 0.046 6.722 3.051
C 0.819 5.977 2.121
C 0.253 4.594 1.946
C 1.091 3.532 1.620
C 0.525 2.289 1.431
N -0.797 2.043 1.532
C -1.655 3.064 1.840
C -1.128 4.348 2.043
C -3.147 2.774 1.946
C -4.086 3.777 2.222
C -5.458 3.482 2.318
C -6.445 4.572 2.628
O -6.232 5.078 3.938
C -5.873 2.168 2.135
C -4.911 1.218 1.863
N -3.594 1.491 1.769
H 0.500 7.573 3.173
H 1.845 5.925 2.503
H 0.817 6.500 1.160
H 2.163 3.661 1.516
H 1.134 1.425 1.181
H -1.767 5.189 2.288
H -3.786 4.809 2.374
H -7.475 4.204 2.570
H -6.346 5.393 1.910
H -5.830 4.367 4.468
H -6.917 1.882 2.201
H -5.176 0.176 1.709
C 5.164 -2.811 -1.860
C 4.394 -1.974 -2.851
C 5.063 -0.896 -3.453
C 4.398 -0.054 -4.330
C 3.051 -0.271 -4.595
C 2.338 -1.342 -4.013
N 0.930 -1.314 -4.295
C -0.082 -2.212 -3.851
C -0.394 -3.334 -4.632
C -1.345 -4.260 -4.199
C -1.982 -4.082 -2.973
C -1.672 -2.974 -2.182
C -0.730 -2.024 -2.613
C -0.412 -0.832 -1.749
O -0.149 0.255 -2.363
O -0.422 -1.005 -0.492
C 3.027 -2.236 -3.158
C 2.347 -3.413 -2.508
H 6.141 -2.371 -1.635
H 5.335 -3.814 -2.261
H 4.622 -2.874 -0.910
H 6.105 -0.694 -3.218
H 4.909 0.793 -4.777
H 2.521 0.425 -5.241
H 0.636 -0.409 -3.853
H 0.116 -3.478 -5.580
H -1.580 -5.122 -4.815
H -2.716 -4.802 -2.625
H -2.158 -2.833 -1.218
H 1.798 -4.001 -3.246
H 1.692 -3.082 -1.698
H 3.054 -4.126 -2.074
H -2.669 0.574 -0.717
*
```

---

3.
DFT (the ωB97M-V functional and the def2-TZVPD basis) results for a 2-piece molecular cluster, C34H31N4O3S overall.

For the relative energy (zero: lowest compared OMol25 entry of this formula, charge and spin), the calculation gives 0.290 eV. For the gap between HOMO and LUMO, the calculation gives 0.1894 Eh. The HOMO energy is -0.133 hartree.

Structure (ORCA input):
```
! wB97M-V def2-TZVPD RIJCOSX def2/J DEFGRID3
* xyz -1 1
C 3.102 4.520 -1.044
N 3.144 3.160 -1.588
C 4.400 2.592 -1.759
S 5.822 3.405 -1.414
N 4.374 1.287 -2.218
C 5.662 0.641 -2.481
C 3.216 0.664 -2.743
O 3.305 -0.221 -3.595
C 1.938 1.127 -2.203
C 0.803 0.364 -2.317
C -0.553 0.859 -2.436
C -0.904 2.089 -3.047
C -2.164 2.650 -2.912
C -3.188 1.917 -2.238
N -4.445 2.428 -2.091
C -4.857 3.649 -2.768
C -3.716 4.657 -2.862
C -2.470 4.004 -3.468
C -5.538 1.613 -1.573
C -5.066 0.653 -0.486
C -3.892 -0.179 -0.987
C -2.877 0.628 -1.720
C -1.618 0.098 -1.912
C 1.944 2.413 -1.499
O 0.972 2.871 -0.906
H 2.067 4.862 -0.996
H 3.545 4.525 -0.042
H 3.704 5.159 -1.693
H 5.479 -0.382 -2.812
H 6.221 1.195 -3.244
H 6.236 0.665 -1.552
H 0.927 -0.720 -2.346
H -0.142 2.615 -3.624
H -5.237 3.419 -3.784
H -5.704 4.079 -2.218
H -4.032 5.513 -3.471
H -3.478 5.053 -1.865
H -1.602 4.656 -3.316
H -2.611 3.908 -4.557
H -6.317 2.291 -1.193
H -5.999 1.035 -2.399
H -4.765 1.209 0.410
H -5.892 0.000 -0.194
H -3.402 -0.685 -0.146
H -4.266 -0.968 -1.656
H -1.412 -0.917 -1.582
C -1.292 -5.556 2.542
C -1.242 -4.405 3.338
C -0.319 -3.411 3.057
C 0.545 -3.526 1.936
C 1.554 -2.544 1.699
C 2.311 -1.904 2.764
O 2.972 -0.881 2.526
C 2.287 -2.482 4.172
C 2.372 -3.857 4.433
C 2.237 -4.333 5.739
C 2.046 -3.434 6.791
C 2.081 -2.057 6.550
C 2.247 -1.586 5.247
C 1.895 -2.148 0.400
N 2.136 -1.799 -0.697
C 0.419 -4.655 1.088
C -0.454 -5.681 1.428
H -1.986 -6.352 2.798
H -1.907 -4.290 4.196
H -0.240 -2.531 3.703
H 2.538 -4.563 3.616
H 2.278 -5.404 5.935
H 1.884 -3.806 7.801
H 1.986 -1.352 7.373
H 2.335 -0.514 5.061
H 1.081 -4.742 0.223
H -0.476 -6.589 0.827
*
```

---

4.
DFT (the ωB97M-V functional and the def2-TZVPD basis) results for C34H31N4O6S3V as an isolated structure.

For the relative energy (zero: lowest compared OMol25 entry of this formula, charge and spin), the calculation gives 2.437 eV. For the gap between HOMO and LUMO (spin up / spin down), the calculation gives 0.1479 / 0.1814 Eh. The HOMO energy (spin up / spin down) is -0.356 / -0.357 hartree.

Structure (ORCA input):
```
! wB97M-V def2-TZVPD RIJCOSX def2/J DEFGRID3
* xyz 1 2
V 0.024 -0.024 -0.069
O 1.102 0.014 1.807
C 0.368 -0.644 2.807
C -1.117 -0.441 2.359
O -2.065 -0.595 3.076
O -1.123 -0.148 1.106
C 0.568 -0.035 4.182
C 0.019 -0.682 5.283
C 0.234 -0.183 6.552
C 0.999 0.957 6.730
C 1.535 1.606 5.631
C 1.318 1.118 4.354
C 0.713 -2.127 2.881
C -0.248 -3.130 2.933
C 0.133 -4.451 3.110
C 1.472 -4.777 3.241
C 2.435 -3.782 3.190
C 2.060 -2.464 3.007
H 2.031 -0.331 1.735
H -0.573 -1.572 5.136
H -0.189 -0.695 7.402
H 1.185 1.331 7.723
H 2.133 2.493 5.764
H 1.733 1.631 3.498
H -1.296 -2.879 2.877
H -0.622 -5.221 3.184
H 1.766 -5.800 3.417
H 3.477 -4.026 3.332
H 2.826 -1.705 3.012
O -1.541 0.136 -1.556
C -1.772 -0.909 -2.497
C -2.762 -1.928 -1.943
C -2.435 -2.340 -0.505
C -1.086 -2.980 -0.405
C -1.013 -4.371 -0.490
C 0.197 -5.022 -0.365
C 1.323 -4.244 -0.148
C 1.183 -2.869 -0.112
N 0.016 -2.234 -0.246
H -1.113 0.855 -2.058
H -0.819 -1.395 -2.745
H -2.178 -0.479 -3.421
H -2.752 -2.801 -2.596
H -3.766 -1.506 -1.947
H -3.198 -3.045 -0.172
H -2.485 -1.456 0.132
H -1.921 -4.933 -0.641
H 0.260 -6.097 -0.411
H 2.295 -4.686 -0.009
H 2.066 -2.271 0.039
O 3.351 -0.518 0.708
C 3.050 -0.189 -0.431
C 4.040 0.120 -1.531
C 3.163 0.343 -2.751
C 1.760 0.288 -2.188
O 0.731 0.529 -2.795
N 1.769 -0.082 -0.880
H 4.746 -0.704 -1.634
H 4.607 1.007 -1.246
H 3.277 -0.440 -3.504
H 3.322 1.301 -3.243
S -1.106 7.871 0.331
C -0.614 6.355 -0.122
S -0.747 5.024 0.999
C -0.054 3.964 -0.261
N 0.193 4.602 -1.350
N -0.101 5.911 -1.299
C 0.180 6.685 -2.449
C 0.234 8.075 -2.416
C 0.497 8.786 -3.572
C 0.736 8.124 -4.764
C 0.713 6.738 -4.791
C 0.433 6.017 -3.647
S 0.421 2.406 0.203
H 0.087 8.614 -1.495
H 0.529 9.863 -3.529
H 0.946 8.687 -5.660
H 0.917 6.217 -5.714
H 0.410 4.939 -3.664
*
```

---

5.
DFT (the ωB97M-V functional and the def2-TZVPD basis) results for C34H31N5O2PdSSb as an isolated structure.

For the relative energy (zero: lowest compared OMol25 entry of this formula, charge and spin), the calculation gives 0.518 eV. For the gap between HOMO and LUMO, the calculation gives 0.2564 Eh. The HOMO energy is -0.371 hartree.

Structure (ORCA input):
```
! wB97M-V def2-TZVPD RIJCOSX def2/J DEFGRID3
* xyz 1 1
Pd -0.521 -0.405 -0.957
C -1.981 0.388 1.862
C -1.784 -1.083 1.734
C -2.095 -1.945 2.781
C -1.935 -3.305 2.624
C -1.484 -3.790 1.406
C -1.177 -2.898 0.394
N -1.324 -1.571 0.570
Sb -0.640 -3.765 -1.511
C 1.105 -2.738 -2.228
C 2.125 -3.596 -2.600
C 3.257 -3.064 -3.206
C 3.288 -1.710 -3.449
C 2.210 -0.904 -3.067
C 2.236 0.558 -3.378
N 1.147 -1.415 -2.437
C -2.019 -2.441 -2.476
C -2.948 -2.970 -3.352
C -3.904 -2.138 -3.916
C -3.908 -0.809 -3.558
C -2.954 -0.315 -2.673
C -3.012 1.122 -2.263
N -2.011 -1.130 -2.158
H -2.184 0.676 2.892
H -2.829 0.698 1.247
H -1.097 0.915 1.516
H -2.456 -1.531 3.712
H -2.164 -3.983 3.436
H -1.365 -4.854 1.246
H 2.038 -4.662 -2.428
H 4.082 -3.700 -3.501
H 4.132 -1.253 -3.946
H 2.894 0.751 -4.223
H 2.611 1.130 -2.529
H 1.238 0.926 -3.606
H -2.924 -4.025 -3.588
H -4.635 -2.527 -4.613
H -4.643 -0.126 -3.959
H -3.412 1.732 -3.070
H -2.030 1.502 -2.004
H -3.683 1.222 -1.405
C -2.037 6.287 2.758
C -1.323 5.235 1.958
C -2.024 4.294 1.213
C -1.360 3.336 0.464
C 0.028 3.296 0.463
C 0.745 4.255 1.168
C 0.071 5.205 1.913
S 0.866 2.069 -0.506
O 2.189 2.566 -0.736
O -0.004 1.815 -1.656
N 0.847 0.618 0.208
C 1.777 0.321 1.222
C 2.316 1.323 1.995
C 3.246 1.082 3.020
C 3.649 -0.185 3.303
C 3.125 -1.254 2.544
C 3.531 -2.583 2.796
C 3.030 -3.599 2.041
C 2.111 -3.265 1.030
N 1.700 -2.055 0.760
C 2.191 -1.025 1.499
H -3.098 6.060 2.855
H -1.945 7.261 2.276
H -1.610 6.376 3.757
H -3.108 4.319 1.205
H -1.919 2.629 -0.130
H 1.825 4.297 1.104
H 0.637 5.950 2.459
H 2.034 2.348 1.815
H 3.631 1.923 3.582
H 4.364 -0.393 4.089
H 4.243 -2.771 3.590
H 3.318 -4.629 2.198
H 1.710 -4.073 0.420
*
```

---

6.
DFT (the ωB97M-V functional and the def2-TZVPD basis) results for C34H31N9O4PbS as an isolated structure.

For the relative energy (zero: lowest compared OMol25 entry of this formula, charge and spin), the calculation gives 0.355 eV. For the gap between HOMO and LUMO, the calculation gives 0.1943 Eh. The HOMO energy is -0.047 hartree.

Structure (ORCA input):
```
! wB97M-V def2-TZVPD RIJCOSX def2/J DEFGRID3
* xyz -2 1
Pb -0.938 -0.269 0.618
O -0.616 2.069 4.468
C -0.672 1.617 3.312
N -0.907 0.376 2.923
C -1.106 -0.669 3.804
C -0.560 -0.751 5.082
C -0.787 -1.860 5.881
C -1.581 -2.896 5.423
C -2.149 -2.832 4.160
C -1.923 -1.734 3.337
N -2.408 -1.595 2.055
C -3.560 -2.095 1.646
O -4.386 -2.782 2.271
C -3.888 -1.733 0.220
C -4.764 -2.557 -0.488
C -5.055 -2.261 -1.804
C -4.497 -1.124 -2.372
C -3.674 -0.340 -1.581
N -3.374 -0.638 -0.329
C -0.522 2.601 2.179
C 0.011 3.858 2.481
C 0.181 4.789 1.476
C -0.153 4.427 0.176
C -0.692 3.165 -0.033
N -0.893 2.293 0.940
H 0.050 0.064 5.440
H -0.351 -1.913 6.873
H -1.757 -3.762 6.050
H -2.782 -3.628 3.796
H -5.180 -3.416 0.019
H -5.710 -2.902 -2.384
H -4.688 -0.856 -3.404
H -3.209 0.555 -1.969
H 0.278 4.060 3.508
H 0.586 5.773 1.693
H 0.005 5.108 -0.652
H -0.961 2.831 -1.028
C -1.528 -4.979 0.104
C -0.719 -3.737 -0.271
O -1.370 -2.739 -0.729
C 0.648 -3.802 -0.126
C 1.560 -2.724 -0.283
C 3.018 -3.066 -0.518
N 1.212 -1.475 -0.234
N 2.202 -0.564 -0.507
C 2.134 0.563 0.157
O 1.322 0.866 1.078
C 3.194 1.552 -0.176
C 3.179 2.756 0.528
C 4.172 3.695 0.348
C 5.210 3.443 -0.537
C 5.214 2.261 -1.265
C 4.214 1.323 -1.095
H -1.538 -5.092 1.187
H -1.096 -5.883 -0.330
H -2.555 -4.865 -0.238
H 1.082 -4.756 0.152
H 3.168 -4.142 -0.566
H 3.635 -2.642 0.273
H 3.336 -2.604 -1.453
H 2.363 2.905 1.222
H 4.144 4.628 0.899
H 6.019 4.157 -0.652
H 6.013 2.077 -1.971
H 4.213 0.402 -1.658
C 2.136 3.377 -4.291
C 0.735 3.003 -4.774
C 0.264 1.798 -4.046
N -0.674 1.768 -3.178
N -0.913 0.574 -2.645
C -0.161 -0.380 -3.089
N -0.256 -1.670 -2.831
S 1.020 0.228 -4.315
H 2.497 4.265 -4.805
H 2.819 2.548 -4.470
H 2.122 3.570 -3.220
H 0.746 2.789 -5.848
H 0.033 3.819 -4.588
H -0.709 -1.994 -1.915
H 0.533 -2.230 -3.108
*
```